Record 1
The following is a quantum chemistry calculation of the molecule C7H10 in a non-equilibrium geometry, from the Open Molecules 2025 dataset.

Properties
* SMILES: C1[C@@H]2CC3(CC3)[C@H]12
* Kohn-Sham gap: 10.55 eV

Geometry (Å):
C  0.863  -1.196  1.127
C  -0.362  -0.421  1.601
C  -1.343  -0.119  0.459
C  -0.132  0.396  -0.345
C  -0.044  1.454  -1.388
C  0.256  0.018  -1.744
C  0.785  0.246  0.856
H  0.742  -1.949  0.363
H  1.514  -1.471  1.961
H  -0.511  -0.851  2.570
H  -2.079  0.688  0.627
H  -1.871  -1.005  0.091
H  -0.960  1.899  -1.764
H  0.798  2.140  -1.322
H  -0.476  -0.514  -2.348
H  1.289  -0.270  -1.931
H  1.533  0.956  1.189

Record 2
The following is a quantum chemistry calculation of a structure of composition C39H47CdN3O7S3SeSi, from the Open Molecules 2025 dataset.

Properties
* Kohn-Sham gap: 6.57 eV

Geometry (Å):
Cd  -0.301  0.746  -0.225
C  2.482  -2.237  1.684
O  1.245  -1.717  1.240
C  0.245  -1.694  2.237
C  0.430  -0.533  3.177
O  0.198  0.684  2.484
C  0.484  1.798  3.328
C  0.497  3.083  2.562
O  1.596  3.032  1.680
C  1.912  4.298  1.124
H  2.347  -3.207  2.179
H  2.998  -1.568  2.381
H  3.110  -2.373  0.803
H  0.260  -2.624  2.816
H  -0.716  -1.606  1.727
H  1.448  -0.542  3.582
H  -0.265  -0.618  4.018
H  1.472  1.669  3.783
H  -0.262  1.841  4.127
H  0.630  3.898  3.282
H  -0.437  3.243  2.015
H  1.035  4.757  0.666
H  2.664  4.137  0.353
H  2.315  4.961  1.897
S  -3.290  -0.304  -5.335
C  -3.860  -0.511  -6.928
C  -2.835  -0.613  -7.817
C  -1.563  -0.520  -7.187
C  -1.641  -0.350  -5.834
C  -0.541  -0.225  -4.864
C  -0.778  0.255  -3.559
N  0.151  0.352  -2.645
C  1.410  0.008  -2.942
C  1.773  -0.440  -4.214
C  3.149  -0.760  -4.481
C  4.087  -0.640  -3.520
C  3.737  -0.211  -2.191
C  4.679  -0.116  -1.157
C  4.298  0.281  0.106
C  2.938  0.583  0.292
N  2.033  0.503  -0.658
C  2.405  0.108  -1.898
C  5.247  0.383  1.231
C  6.603  0.228  1.221
C  7.202  0.385  2.503
C  6.290  0.658  3.472
S  4.707  0.733  2.836
C  0.756  -0.565  -5.173
H  -4.923  -0.551  -7.125
H  -2.974  -0.750  -8.882
H  -0.625  -0.566  -7.728
H  -1.771  0.587  -3.262
H  3.418  -1.097  -5.477
H  5.125  -0.872  -3.730
H  5.714  -0.363  -1.368
H  2.579  0.928  1.256
H  7.173  0.011  0.324
H  8.266  0.302  2.687
H  6.458  0.831  4.527
H  1.005  -0.950  -6.157
C  -4.442  2.239  -1.333
Si  -3.308  3.187  -0.194
C  -3.501  2.644  1.581
C  -3.725  5.013  -0.270
Se  -1.180  3.011  -0.964
H  -5.501  2.374  -1.071
H  -4.208  1.169  -1.291
H  -4.292  2.583  -2.362
H  -4.540  2.769  1.914
H  -2.863  3.263  2.223
H  -3.213  1.598  1.701
H  -4.793  5.199  -0.090
H  -3.459  5.426  -1.250
H  -3.147  5.551  0.489
C  2.096  -6.780  0.106
C  1.003  -6.220  -0.770
C  0.092  -7.062  -1.405
C  -0.906  -6.549  -2.219
C  -0.983  -5.174  -2.407
C  -0.081  -4.310  -1.795
C  0.902  -4.846  -0.977
S  -2.323  -4.525  -3.353
O  -1.897  -3.286  -3.927
O  -2.832  -5.585  -4.175
N  -3.530  -4.203  -2.272
C  -3.302  -3.336  -1.093
C  -3.238  -1.841  -1.445
C  -2.111  -1.142  -0.715
O  -2.397  -0.161  0.042
O  -0.927  -1.524  -0.904
H  1.908  -7.824  0.356
H  2.181  -6.213  1.035
H  3.061  -6.724  -0.403
H  0.167  -8.136  -1.262
H  -1.616  -7.199  -2.719
H  -0.157  -3.237  -1.946
H  1.602  -4.174  -0.485
H  -3.995  -5.081  -2.062
H  -2.390  -3.624  -0.568
H  -4.132  -3.530  -0.421
H  -4.176  -1.328  -1.245
H  -3.013  -1.772  -2.507

Record 3
The following is a quantum chemistry calculation of a structure of composition C25H51AsCuIN5S2Si4Te in a non-equilibrium geometry, from the Open Molecules 2025 dataset.

Properties
* multiplicity: 2
* Kohn-Sham gap (spin up / spin down): 6.84 / 5.51 eV

Geometry (Å):
Cu  0.358  -0.071  0.336
C  -4.414  1.540  2.442
S  -3.198  2.857  2.703
C  -1.989  2.495  1.486
S  -0.576  3.452  1.539
N  -2.207  1.437  0.750
N  -1.292  1.082  -0.181
C  -0.929  1.938  -1.073
C  0.132  1.566  -1.990
C  0.293  2.174  -3.237
C  1.295  1.736  -4.076
C  2.116  0.693  -3.659
C  1.905  0.159  -2.402
N  0.962  0.595  -1.574
H  -5.237  1.756  3.121
H  -3.964  0.579  2.684
H  -4.754  1.544  1.411
H  -1.407  2.908  -1.159
H  -0.380  2.967  -3.537
H  1.433  2.187  -5.050
H  2.914  0.320  -4.285
H  2.523  -0.653  -2.034
I  2.235  -5.474  2.294
C  2.302  -3.589  1.439
C  3.381  -2.740  1.388
N  2.952  -1.631  0.751
N  1.667  -1.717  0.387
C  1.253  -2.901  0.809
H  4.384  -2.848  1.763
H  3.461  -0.784  0.562
H  0.231  -3.207  0.658
C  1.592  4.016  4.525
Si  2.578  2.418  4.565
C  2.020  1.407  6.062
C  4.436  2.734  4.735
C  2.292  1.482  2.940
Te  0.268  0.739  2.819
C  0.808  -1.113  3.811
Si  -0.784  -1.945  4.389
C  -1.873  -2.317  2.884
C  -0.318  -3.537  5.291
C  -1.748  -0.790  5.530
H  1.804  4.638  5.397
H  0.522  3.797  4.511
H  1.808  4.602  3.630
H  2.145  1.998  6.973
H  2.598  0.488  6.187
H  0.964  1.140  5.978
H  4.644  3.320  5.634
H  4.834  3.286  3.881
H  4.991  1.797  4.817
H  2.947  0.617  2.829
H  2.434  2.154  2.092
H  1.466  -0.876  4.648
H  1.358  -1.765  3.133
H  -1.557  -3.226  2.364
H  -1.845  -1.491  2.165
H  -2.912  -2.459  3.189
H  0.207  -4.227  4.626
H  -1.199  -4.053  5.680
H  0.344  -3.323  6.134
H  -1.913  0.178  5.050
H  -1.217  -0.612  6.468
H  -2.724  -1.214  5.776
C  -3.658  -4.430  -0.737
Si  -2.022  -4.268  -1.678
C  -0.744  -5.284  -0.705
C  -2.156  -5.121  -3.366
As  -1.325  -2.030  -1.868
Si  -3.312  -1.142  -2.754
C  -4.438  -0.636  -1.320
C  -2.941  0.411  -3.774
C  -4.311  -2.272  -3.907
H  -3.880  -5.469  -0.487
H  -4.495  -4.034  -1.317
H  -3.608  -3.863  0.196
H  -0.891  -6.350  -0.889
H  -0.832  -5.125  0.373
H  0.277  -5.031  -1.002
H  -2.507  -6.149  -3.257
H  -1.180  -5.147  -3.857
H  -2.845  -4.596  -4.028
H  -4.652  -1.489  -0.673
H  -5.388  -0.234  -1.680
H  -3.945  0.127  -0.711
H  -2.673  1.244  -3.122
H  -3.817  0.708  -4.354
H  -2.113  0.253  -4.470
H  -4.639  -3.180  -3.397
H  -3.729  -2.566  -4.783
H  -5.202  -1.750  -4.262

Energy above the lowest of the compared OMol25 structures with the same formula, charge and spin? In order: 67.43, 10.01, 10.07 kcal/mol.